1.
This record from the Open Molecules 2025 dataset describes the molecule C27H27N5O3 at a distorted geometry. The level of theory is the ωB97M-V functional and the def2-TZVPD basis.

Cartesian coordinates (Å):
C1 -4.61 -0.17 2.93
C2 -4.09 -0.38 1.51
N1 -4.96 0.17 0.49
C3 -4.74 1.56 0.15
C4 -3.99 1.71 -1.19
N2 -2.68 1.09 -1.14
C5 -1.57 1.80 -0.85
O1 -1.57 3.01 -0.71
C6 -0.31 0.99 -0.75
C7 -0.28 -0.35 -0.34
C8 0.91 -1.02 -0.24
C9 2.12 -0.38 -0.54
N3 3.30 -1.05 -0.40
C10 4.41 -0.44 -0.63
C11 5.65 -1.20 -0.45
C12 5.66 -2.53 -0.88
C13 6.80 -3.30 -0.84
C14 7.98 -2.74 -0.37
C15 7.99 -1.44 0.10
C16 6.83 -0.66 0.09
N4 6.92 0.61 0.65
C17 5.94 1.34 1.25
C18 6.44 2.69 1.74
O2 4.80 0.97 1.39
C19 4.50 0.94 -1.16
O3 5.52 1.50 -1.53
N5 3.28 1.56 -1.27
C20 2.09 0.97 -0.95
C21 0.88 1.65 -1.04
C22 -6.09 -0.49 0.07
C23 -6.94 0.05 -0.90
C24 -8.06 -0.62 -1.34
C25 -8.38 -1.87 -0.84
C26 -7.56 -2.43 0.12
C27 -6.44 -1.76 0.57
H1 -5.59 -0.62 3.05
H2 -4.70 0.90 3.14
H3 -3.93 -0.60 3.65
H4 -3.11 0.10 1.41
H5 -3.95 -1.45 1.32
H6 -5.68 2.10 0.10
H7 -4.13 2.02 0.93
H8 -4.56 1.27 -2.00
H9 -3.83 2.78 -1.38
H10 -2.64 0.09 -1.23
H11 -1.19 -0.86 -0.07
H12 0.95 -2.05 0.09
H13 4.73 -2.94 -1.26
H14 6.78 -4.32 -1.19
H15 8.89 -3.32 -0.36
H16 8.90 -1.01 0.49
H17 7.85 1.00 0.66
H18 7.30 2.57 2.40
H19 5.64 3.19 2.28
H20 6.72 3.29 0.88
H21 3.29 2.53 -1.58
H22 0.84 2.69 -1.33
H23 -6.73 1.02 -1.34
H24 -8.69 -0.16 -2.09
H25 -9.26 -2.39 -1.18
H26 -7.79 -3.40 0.53
H27 -5.84 -2.24 1.33

Output
HOMO-LUMO gap = 7.36 eV
M = 469.54 g/mol
Energy relative to the best compared isomer or geometry (same formula, charge and spin) = 2.52 kcal/mol

Mulliken charges in e: number 1, C, carries -1.25; number 2, C, carries -0.97; number 3, N, carries 0.38; number 4, C, carries -1.14; number 5, C, carries -0.95; number 6, N, carries -0.14; number 7, C, carries 0.35; number 8, O, carries -0.68; number 9, C, carries 0.83; number 10, C, carries -0.52; number 11, C, carries -1.07; number 12, C, carries 0.63; number 13, N, carries -0.60; number 14, C, carries 0.66; number 15, C, carries 0.48; number 16, C, carries -0.75; number 17, C, carries -0.71; number 18, C, carries -0.51; number 19, C, carries -0.55; number 20, C, carries 0.30; number 21, N, carries 0.01; number 22, C, carries 0.78; number 23, C, carries -1.46; number 24, O, carries -0.60; number 25, C, carries 0.04; number 26, O, carries -0.70; number 27, N, carries 0.07; number 28, C, carries 0.66; number 29, C, carries -1.13; number 30, C, carries 1.42; number 31, C, carries -0.52; number 32, C, carries -0.86; number 33, C, carries -0.50; number 34, C, carries -0.80; number 35, C, carries -0.42; number 36, H, carries 0.35; number 37, H, carries 0.30; number 38, H, carries 0.41; number 39, H, carries 0.36; number 40, H, carries 0.59; number 41, H, carries 0.57; number 42, H, carries 0.46; number 43, H, carries 0.49; number 44, H, carries 0.36; number 45, H, carries 0.30; number 46, H, carries 0.28; number 47, H, carries 0.47; number 48, H, carries 0.45; number 49, H, carries 0.39; number 50, H, carries 0.39; number 51, H, carries 0.36; number 52, H, carries 0.23; number 53, H, carries 0.40; number 54, H, carries 0.38; number 55, H, carries 0.34; number 56, H, carries 0.24; number 57, H, carries 0.45; number 58, H, carries 0.26; number 59, H, carries 0.36; number 60, H, carries 0.38; number 61, H, carries 0.36; number 62, H, carries 0.29

2.
This record from the Open Molecules 2025 dataset describes the molecule C3H7ClFN at a distorted geometry. The level of theory is the ωB97M-V functional and the def2-TZVPD basis.

Cartesian coordinates (Å):
N1 1.07 0.67 -1.17
C1 1.13 -0.05 0.01
C2 -0.28 -0.58 0.40
F1 -0.19 -1.35 1.62
C3 -1.53 0.40 0.47
Cl1 -2.93 -0.60 0.74
H1 1.19 0.00 -1.96
H2 1.78 1.42 -1.27
H3 1.46 0.54 0.90
H4 1.82 -0.86 -0.09
H5 -0.56 -1.34 -0.34
H6 -1.50 1.09 1.28
H7 -1.45 0.67 -0.59

Output
HOMO-LUMO gap = 10.55 eV
M = 111.55 g/mol
Energy relative to the best compared isomer or geometry (same formula, charge and spin) = 22.11 kcal/mol

Mulliken charges in e: number 1, N, carries -0.55; number 2, C, carries -0.58; number 3, C, carries 0.00; number 4, F, carries -0.35; number 5, C, carries -0.41; number 6, Cl, carries -0.18; number 7, H, carries 0.24; number 8, H, carries 0.21; number 9, H, carries 0.38; number 10, H, carries 0.32; number 11, H, carries 0.30; number 12, H, carries 0.35; number 13, H, carries 0.29

3.
This record from the Open Molecules 2025 dataset describes a structure of composition C4H8OS2 at a distorted geometry. The level of theory is the ωB97M-V functional and the def2-TZVPD basis.

Cartesian coordinates (Å):
C1 -0.78 0.61 1.03
C2 -0.94 1.22 2.42
O1 -1.47 2.29 2.64
C3 0.24 -0.52 0.87
S1 -0.33 -1.87 -0.26
S2 -0.48 0.12 -2.07
C4 1.06 -0.59 -2.72
H1 -1.69 0.14 0.64
H2 -0.81 1.48 0.37
H3 -0.84 0.48 3.24
H4 0.53 -1.00 1.87
H5 1.23 -0.20 0.53
H6 1.52 -0.04 -3.56
H7 0.98 -1.60 -3.06
H8 1.79 -0.52 -1.93

Output
HOMO-LUMO gap = 7.26 eV
M = 136.24 g/mol
Energy relative to the best compared isomer or geometry (same formula, charge and spin) = 62.42 kcal/mol

Mulliken charges in e: number 1, C, carries -0.27; number 2, C, carries -0.15; number 3, O, carries -0.46; number 4, C, carries -0.72; number 5, S, carries -0.10; number 6, S, carries -0.09; number 7, C, carries -0.80; number 8, H, carries 0.35; number 9, H, carries 0.38; number 10, H, carries 0.30; number 11, H, carries 0.38; number 12, H, carries 0.27; number 13, H, carries 0.34; number 14, H, carries 0.32; number 15, H, carries 0.26

4.
This record from the Open Molecules 2025 dataset describes a cluster of 2 separate species, CH5NO2S in total at a distorted geometry. The level of theory is the ωB97M-V functional and the def2-TZVPD basis.

Cartesian coordinates (Å):
C1 1.83 0.59 0.53
N1 1.55 -0.08 -0.69
O1 -1.84 -0.17 -0.25
O2 -3.08 -0.68 -0.51
S1 0.70 -1.38 -0.92
H1 0.95 0.41 1.22
H2 2.82 0.38 0.94
H3 2.04 1.66 0.18
H4 -3.16 -1.52 -0.08
H5 -1.82 0.78 -0.42

Output
2S+1 = 3
Expectation value of S² = 2.0099
HOMO-LUMO gap (alpha / beta) = 8.56 / 8.68 eV
M = 95.12 g/mol
Energy relative to the best compared isomer or geometry (same formula, charge and spin) = 39.49 kcal/mol

Mulliken charges in e: number 1, C, carries -0.57; number 2, N, carries -0.19; number 3, O, carries -0.23; number 4, O, carries -0.38; number 5, S, carries 0.00; number 6, H, carries 0.27; number 7, H, carries 0.27; number 8, H, carries 0.22; number 9, H, carries 0.32; number 10, H, carries 0.31

5.
This record from the Open Molecules 2025 dataset describes a cluster of 2 separate species, C4H9N in total at a distorted geometry. The level of theory is the ωB97M-V functional and the def2-TZVPD basis.

Cartesian coordinates (Å):
C1 -1.82 0.92 -0.43
C2 -1.87 0.77 0.90
C3 -1.50 -0.57 1.49
H1 -1.61 1.86 -0.87
H2 -1.94 0.06 -1.12
H3 -1.84 1.64 1.58
H4 -0.47 -0.53 2.04
H5 -1.40 -1.27 0.59
H6 -2.28 -0.95 2.22
C4 2.83 -0.59 -1.54
N1 2.29 -0.28 -0.38
H7 3.94 -0.35 -1.57
H8 2.38 -1.38 -2.24
H9 1.31 -0.32 -0.51

Output
HOMO-LUMO gap = 10.50 eV
M = 71.12 g/mol
Energy relative to the best compared isomer or geometry (same formula, charge and spin) = 57.57 kcal/mol

Mulliken charges in e: number 1, C, carries -0.78; number 2, C, carries 0.11; number 3, C, carries -0.86; number 4, H, carries 0.25; number 5, H, carries 0.25; number 6, H, carries 0.28; number 7, H, carries 0.22; number 8, H, carries 0.23; number 9, H, carries 0.30; number 10, C, carries -0.22; number 11, N, carries -0.48; number 12, H, carries 0.22; number 13, H, carries 0.21; number 14, H, carries 0.27

6.
This record from the Open Molecules 2025 dataset describes the molecule C4H10OS2 at a distorted geometry. The level of theory is the ωB97M-V functional and the def2-TZVPD basis.

Cartesian coordinates (Å):
C1 -1.87 1.95 2.36
S1 -2.44 1.19 0.83
S2 -0.79 1.26 -0.41
C2 -0.07 -0.37 0.05
C3 0.27 -1.32 -1.10
C4 1.48 -0.95 -1.91
O1 2.62 -0.61 -1.11
H1 -1.06 2.63 2.09
H2 -2.75 2.56 2.57
H3 -1.66 1.21 3.12
H4 0.82 -0.02 0.58
H5 -0.59 -0.79 0.92
H6 -0.62 -1.43 -1.73
H7 0.61 -2.19 -0.50
H8 1.70 -1.72 -2.65
H9 1.47 -0.03 -2.53
H10 2.88 -1.36 -0.57

Output
HOMO-LUMO gap = 9.59 eV
M = 138.26 g/mol
Energy relative to the best compared isomer or geometry (same formula, charge and spin) = 27.75 kcal/mol

Mulliken charges in e: number 1, C, carries -0.74; number 2, S, carries -0.10; number 3, S, carries -0.11; number 4, C, carries -0.70; number 5, C, carries -0.41; number 6, C, carries -0.49; number 7, O, carries -0.52; number 8, H, carries 0.28; number 9, H, carries 0.29; number 10, H, carries 0.26; number 11, H, carries 0.36; number 12, H, carries 0.46; number 13, H, carries 0.27; number 14, H, carries 0.23; number 15, H, carries 0.31; number 16, H, carries 0.28; number 17, H, carries 0.31